Here is a cluster of 3 separate species, CH8N2O3 in total from the Open Molecules 2025 dataset. Energies are from the ωB97M-V functional and the def2-TZVPD basis.

Element x y z (Å)
N1 -0.08 0.51 1.08
C1 -1.01 -0.43 0.59
N2 -2.32 0.05 0.36
O1 -0.79 -1.65 0.39
H1 -0.13 1.31 0.46
H2 0.83 0.12 1.01
H3 -2.78 -0.55 -0.31
H4 -2.72 0.87 0.76
H5 1.06 -1.91 0.04
H6 2.26 -2.04 0.85
O2 2.03 -1.70 -0.08
H7 1.51 1.02 -1.67
H8 1.22 2.55 -2.03
O3 0.94 1.83 -1.46

Energy above the lowest of the compared OMol25 structures with the same formula, charge and spin, kcal per mole: 19.22
2S+1: 2
Energy, a.u.: -377.78899
Kohn-Sham gap (spin up / spin down), Ha: 0.4131 / 0.2013
Largest force on an atom, eV/A: 4.7
Highest occupied orbital energy (spin up / spin down), hartree: -0.571 / -0.571
Net charge: +1

Here is a cluster of 2 separate species, CH8N2OPS in total from the Open Molecules 2025 dataset. Energies are from the ωB97M-V functional and the def2-TZVPD basis.

Element x y z (Å)
C1 1.53 -0.10 0.32
N1 -2.93 -0.52 -0.31
N2 2.73 0.72 -0.03
O1 -5.20 0.11 0.03
P1 -3.77 0.77 0.10
S1 0.07 0.51 -0.78
H1 1.28 -0.03 1.34
H2 1.81 -1.13 0.20
H3 -1.96 -0.52 -0.54
H4 -3.24 -1.58 -0.25
H5 3.29 0.48 -0.92
H6 2.42 1.63 -0.38
H7 3.54 0.64 0.61
H8 -6.09 0.52 0.14

Energy above the lowest of the compared OMol25 structures with the same formula, charge and spin, kcal per mole: 37.25
Energy, a.u.: -966.90464
Kohn-Sham gap, Ha: 0.2134
Largest force on an atom, eV/A: 3.7
Highest occupied orbital energy, hartree: -0.394
Net charge: +1

Which of these has the lowest energy? CH8N2OPS